Record 1
Molecular formula: C32H32BrN4O5S4Tl
Method: DFT, ωB97M-V/def2-TZVPD

The geometry in XYZ format:
```
79
Properties=species:S:1:pos:R:3:forces:R:3:lowdin_charge:R:1
Tl -0.407 -0.968 0.592 0.052 0.381 0.119 0.787
S 0.700 -0.632 3.063 -0.034 -0.153 0.068 0.523
C 1.928 0.630 3.088 -0.042 0.051 -0.128 -1.210
S 1.539 2.251 2.902 0.033 -0.039 0.028 0.525
C 3.271 0.197 3.252 0.075 0.045 -0.032 -0.429
C 4.340 1.089 3.006 -0.090 0.030 -0.009 -0.275
N 5.218 1.783 2.700 0.048 -0.028 0.048 0.129
C 3.648 -1.164 3.406 -0.017 -0.042 0.080 -0.304
N 4.021 -2.250 3.547 0.016 0.021 -0.043 0.112
O 4.704 2.836 0.084 -0.005 0.002 -0.028 0.037
C 3.635 2.034 -0.098 0.062 -0.019 0.003 -0.325
C 3.707 0.659 0.113 -0.028 0.001 0.019 0.003
C 2.541 -0.064 0.108 0.034 0.078 0.019 -0.134
N 1.341 0.481 -0.154 0.077 -0.011 0.020 -0.036
C 1.308 1.774 -0.450 -0.048 -0.021 -0.048 -0.740
Br -0.384 2.547 -0.755 0.010 0.009 -0.007 0.813
C 2.420 2.591 -0.469 -0.025 -0.006 0.022 -0.064
H 5.165 2.519 0.894 -0.024 -0.021 0.006 0.055
H 4.641 0.187 0.384 -0.018 0.010 -0.002 0.127
H 2.540 -1.113 0.378 0.004 0.016 -0.022 0.112
H 2.324 3.654 -0.624 0.004 0.001 -0.003 0.111
C -11.694 -0.710 1.648 0.013 0.009 0.020 -0.092
C -10.179 -0.747 1.660 -0.032 -0.102 -0.002 -0.771
O -9.557 -1.719 1.991 0.002 0.030 0.000 0.032
S -9.465 0.783 1.114 0.004 0.066 -0.018 1.002
C -7.729 0.440 1.108 0.036 -0.005 0.041 -0.551
C -7.016 0.405 2.302 -0.016 -0.010 -0.002 -0.101
C -5.649 0.201 2.281 0.017 -0.005 -0.041 -0.020
C -4.974 0.050 1.065 -0.004 0.012 -0.132 -0.224
C -5.697 0.083 -0.131 -0.017 0.048 -0.034 0.000
C -7.069 0.274 -0.105 0.011 -0.018 -0.018 -0.091
C -3.557 -0.129 1.017 0.009 0.144 0.260 -0.099
C -2.356 -0.243 0.982 0.049 -0.207 -0.140 -0.091
H -12.063 -1.282 2.498 -0.010 0.003 -0.004 0.079
H -12.039 -1.190 0.731 0.010 -0.002 0.002 0.083
H -12.080 0.307 1.678 0.002 0.000 -0.006 0.056
H -7.536 0.533 3.243 -0.003 0.008 -0.007 0.104
H -5.082 0.168 3.202 -0.005 0.007 -0.001 0.119
H -5.161 -0.037 -1.067 -0.007 -0.061 0.037 0.100
H -7.630 0.296 -1.031 -0.005 0.011 0.007 0.101
C 4.068 -5.533 -1.988 0.018 -0.009 -0.009 -0.067
C 3.150 -4.336 -1.977 -0.015 -0.004 -0.008 -0.286
C 3.204 -3.395 -2.995 0.013 -0.003 0.021 -0.048
C 2.348 -2.295 -2.947 -0.023 0.003 0.012 -0.279
C 2.404 -1.223 -4.004 0.002 0.000 -0.013 -0.047
C 1.448 -2.167 -1.906 -0.023 -0.002 -0.101 -0.042
C 1.370 -3.091 -0.843 0.043 0.048 0.129 -0.278
C 2.258 -4.184 -0.923 0.006 -0.028 -0.011 -0.005
N 0.507 -2.863 0.207 -0.048 -0.179 -0.148 -0.050
C 0.035 -3.972 1.075 0.033 0.059 -0.027 -0.608
C -0.463 -5.159 0.229 -0.002 0.004 0.024 -0.039
C -1.199 -3.499 1.853 -0.019 -0.012 0.028 -0.100
C 1.094 -4.369 2.114 -0.001 -0.016 0.037 -0.040
H 4.752 -5.496 -2.838 -0.003 0.004 0.002 0.062
H 3.502 -6.466 -2.052 -0.005 0.008 0.001 0.072
H 4.666 -5.577 -1.075 -0.006 0.003 -0.001 0.076
H 3.908 -3.510 -3.813 -0.004 0.005 0.002 0.099
H 2.703 -1.631 -4.972 -0.002 -0.003 0.007 0.068
H 3.129 -0.451 -3.731 0.004 -0.003 0.004 0.078
H 1.436 -0.733 -4.116 -0.005 0.001 0.002 0.070
H 0.766 -1.330 -1.929 -0.044 0.026 0.047 0.067
H 2.292 -4.921 -0.138 -0.045 -0.016 -0.047 0.084
H -1.115 -4.778 -0.559 -0.006 0.001 0.010 0.082
H -1.042 -5.833 0.866 0.020 -0.009 -0.004 0.077
H 0.331 -5.744 -0.228 0.104 0.023 -0.047 0.062
H -2.008 -3.220 1.172 0.024 0.009 -0.002 0.073
H -0.967 -2.669 2.526 0.005 -0.026 0.000 0.021
H -1.556 -4.312 2.487 -0.006 -0.002 -0.005 0.089
H 2.033 -4.697 1.671 -0.063 0.010 0.063 0.060
H 0.714 -5.180 2.744 -0.002 0.006 -0.002 0.081
H 1.322 -3.508 2.746 0.006 -0.014 -0.003 0.048
C -1.578 -1.888 -3.895 -0.018 -0.016 -0.044 -0.154
S -2.209 -1.354 -2.317 0.014 0.151 0.007 0.365
O -3.499 -0.741 -2.599 0.041 0.026 -0.017 -0.358
O -2.260 -2.553 -1.497 -0.099 -0.139 0.083 -0.361
O -1.201 -0.391 -1.819 -0.068 -0.158 -0.108 -0.482
H -2.336 -2.516 -4.359 0.021 -0.017 0.014 0.054
H -0.664 -2.454 -3.722 0.025 0.017 -0.002 0.047
H -1.382 -1.015 -4.516 -0.016 0.015 0.033 0.057
```
Forces are in eV/Å.

The HOMO energy comes out at -2.20 eV. The calculation puts the energy above the lowest of the compared OMol25 structures with the same formula, charge and spin at 6.3 kcal/mol. Its net charge is -2.

***

Record 2
Molecular formula: C5H10Br2N3
Method: DFT, ωB97M-V/def2-TZVPD

The geometry in XYZ format:
```
20
Properties=species:S:1:pos:R:3:forces:R:3:lowdin_charge:R:1
H -4.414 1.534 -1.244 -1.096 0.076 0.209 0.074
N -3.453 1.303 -1.332 1.398 0.297 0.004 0.123
C -2.901 0.669 -0.420 1.366 -0.639 -1.346 -0.689
Br -3.815 -0.148 1.014 0.521 -0.024 0.332 0.853
C -1.327 0.307 -0.735 -3.366 0.619 0.873 -0.345
N -0.957 0.771 -1.882 0.264 1.295 -1.209 0.219
N -0.707 -0.445 0.111 -1.285 -1.477 3.090 0.051
C 0.718 -0.924 0.090 0.953 1.650 -0.545 -0.139
C 1.656 -0.132 1.142 0.091 -0.574 -1.927 -0.728
C 3.079 -0.723 1.123 0.230 1.175 0.806 -0.146
Br 1.691 1.817 0.871 -0.194 -0.468 -0.405 0.673
H -1.497 1.501 -2.399 0.126 -1.156 0.946 0.160
H -0.016 0.661 -2.182 0.787 -0.110 -0.219 0.117
H -1.429 -0.701 0.974 2.737 0.555 -2.554 0.157
H 0.782 -2.011 0.279 -0.345 0.573 0.096 0.130
H 1.139 -0.759 -0.972 -0.696 -0.203 1.638 0.143
H 1.258 -0.180 2.114 -0.692 -0.425 1.139 0.051
H 3.688 -0.261 2.009 -1.066 -0.966 -1.782 0.121
H 3.581 -0.477 0.146 -0.360 -0.516 1.039 0.092
H 2.924 -1.802 1.292 0.627 0.316 -0.184 0.081
```
Forces are in eV/Å.

The HOMO energy comes out at -13.65 eV. The calculation puts the energy above the lowest of the compared OMol25 structures with the same formula, charge and spin at 0.0 kcal/mol. Its net charge is +1. Its structure (SMILES) is [H]/N=C(\Br)C(=[NH2+])NC[C@@H](C)Br.

***

Look up the net charge of the second one. +1

***

Number 1 is which compound? C32H32BrN4O5S4Tl

***

What is the energy above the lowest of the compared OMol25 structures with the same formula, charge and spin in the second record? 0.0 kcal/mol

***

What is the formula in the first record? C32H32BrN4O5S4Tl